(1)
Molecular formula: C27H31N3O6
Method: DFT, the ωB97M-V functional and the def2-TZVPD basis

Properties
frontier orbital gap = 8.52 eV
LUMO energy = 0.34 eV
HOMO level = -8.185 eV
total charge = 0
structure (SMILES) = CCOc1ccccc1[C@H](C(=O)NC1CCCC1)N(Cc1ccco1)C(=O)CNC(=O)c1ccco1
E = -1662.490200 a.u.
energy above the lowest of the compared OMol25 structures with the same formula, charge and spin = 2030.3 kJ/mol

Last column: Mulliken charge in e.
Atoms and positions in Å:
C1 -3.2561 1.1013 2.4703  -1.258
C2 -2.8444 1.7081 1.0628  -0.798
O1 -1.6265 1.1043 0.6747  0.049
C3 -0.3555 1.6549 1.2722  0.536
C4 -0.2495 2.7911 2.1006  -0.702
C5 1.0105 3.0788 2.8367  -0.526
C6 2.2508 2.5147 2.5465  -1.752
C7 2.0883 1.4237 1.2988  -0.976
C8 0.9236 0.9791 0.7712  0.778
C9 0.7928 0.0108 -0.2052  0.941
C10 2.0155 -0.8749 -0.0485  0.122
O2 3.2537 -0.7121 -0.3641  -0.743
N1 1.8813 -2.2166 0.2199  0.040
C11 2.8151 -3.3859 0.1937  0.026
C12 3.8490 -2.8617 1.3297  -1.195
C13 5.2276 -3.7021 0.6779  -0.869
C14 4.8850 -3.2963 -0.8827  -1.134
C15 3.4101 -3.6012 -1.1224  -1.118
N2 0.6205 0.3475 -1.5084  0.601
C16 1.4409 1.7966 -1.6850  -2.435
C17 0.5811 3.0304 -1.2070  0.920
C18 -0.7599 3.2722 -1.5261  -0.196
C19 -0.8480 4.5752 -0.8567  -0.922
C20 0.2806 4.7833 -0.1202  -0.198
O3 1.2871 3.9735 -0.4941  -0.334
C21 -0.0069 -0.1273 -2.6333  0.606
O4 -0.1702 0.7231 -3.7072  -0.727
C22 -0.7104 -1.4745 -2.2519  -0.899
N3 -1.8651 -1.3491 -1.6343  0.176
C23 -1.9518 -2.0262 -0.2223  0.186
O5 -1.1152 -2.4963 0.2719  -0.384
C24 -3.3270 -1.8898 0.3025  0.563
C25 -4.0466 -2.5444 1.3037  -0.766
C26 -5.2348 -2.1363 1.5435  -0.467
C27 -5.4196 -1.2977 0.2427  -0.524
O6 -4.2607 -1.3290 -0.2554  -0.399
H1 -4.2058 1.5397 2.5977  0.504
H2 -3.2159 0.0810 2.3944  0.263
H3 -2.5489 1.4989 3.2649  0.286
H4 -3.4211 1.3365 0.1824  0.378
H5 -2.5286 2.7007 1.1571  0.680
H6 -1.2267 3.1190 2.6668  0.080
H7 0.8882 3.9047 3.4477  0.489
H8 2.9372 2.8179 3.1104  0.749
H9 2.9483 0.9255 1.1097  0.836
H10 -0.0138 -0.8021 0.1081  -1.043
H11 0.9172 -2.3431 0.4550  0.116
H12 2.0673 -4.0534 0.5949  0.640
H13 3.6054 -3.2128 2.3185  0.369
H14 3.9275 -1.9816 1.2592  0.690
H15 6.0860 -3.1111 0.9774  0.386
H16 5.2276 -4.7091 0.8373  0.445
H17 5.5132 -3.7361 -1.3632  1.009
H18 5.0450 -2.2836 -0.7896  0.112
H19 2.8323 -2.9372 -1.9516  0.122
H20 3.2987 -4.5230 -1.2393  0.711
H21 1.4660 1.8339 -2.6130  1.394
H22 2.3326 1.7098 -1.3112  0.559
H23 -1.4685 2.8770 -2.2485  0.566
H24 -1.8851 4.9729 -0.6107  0.334
H25 0.7148 5.6463 0.5027  0.373
H26 0.1125 -1.8920 -1.7936  0.665
H27 -0.9884 -1.9278 -3.3168  0.295
H28 -2.7313 -0.8289 -1.8875  0.245
H29 -3.4563 -3.2661 1.7996  0.529
H30 -5.9156 -2.4068 2.3526  0.436
H31 -6.3599 -0.8734 0.0401  0.556

Cartesian forces, eV/Å:
1.7120 3.9761 -1.2474
1.1152 -2.9641 0.9779
5.0767 0.2551 1.1408
-0.2438 0.1381 -1.2220
-1.2414 -2.4137 1.7799
-0.0971 -1.6339 -3.4108
-10.4558 -4.1297 -7.5135
-0.5579 3.3268 5.1122
-3.2685 5.7878 4.5582
-0.8234 -8.2595 1.2866
6.8109 -4.8736 -2.0937
-2.6202 2.8018 0.0188
-4.1355 2.2718 -0.0140
-1.9424 5.0157 4.2217
0.8543 -16.4921 -1.6423
-3.3925 5.9374 -1.2990
-6.0556 2.4799 7.7692
0.9935 7.9392 -0.6335
1.9357 6.0484 -4.2056
-7.8447 -0.4805 4.9456
1.0336 -3.9367 -2.6317
3.6450 2.6893 1.5153
-3.0531 -0.6204 1.6738
0.9311 3.9680 0.4097
-2.4656 -2.2826 -0.4149
-1.5095 5.2864 -1.9028
0.9095 -5.2995 5.2920
1.5985 1.5356 -8.7687
-5.1442 -0.9848 7.4100
-12.4029 8.5075 -9.8692
11.4067 -6.9240 6.7722
1.4118 -4.5147 3.7052
8.4709 -3.2815 2.1878
-5.5007 3.3729 -3.4875
-1.2095 -3.5343 7.4557
-2.9050 7.3094 -8.7620
-1.4811 -0.0625 0.8712
-0.2239 -2.5433 0.0778
-0.8646 -0.6407 -0.9784
-0.6290 1.1618 1.0194
-1.0930 2.1454 -0.2833
2.0523 -0.1614 -1.5362
0.1660 1.3018 1.7218
6.6527 1.6997 3.7820
2.5808 -1.1781 -1.0732
1.2342 2.3081 -0.4020
-0.3127 -1.3545 0.2489
0.6300 -1.3549 -0.1358
-0.2677 -0.1134 0.2624
1.5004 12.1899 -1.0142
0.4560 -0.6226 0.1016
0.1140 -2.6139 0.8021
7.0556 -4.9364 -6.5318
0.3112 2.3252 -0.6778
1.6384 -1.6986 1.8238
-0.8999 -7.9919 -2.1610
0.4754 0.4634 -8.6277
4.8164 -0.5885 2.5684
0.5291 -0.4402 0.4503
1.7712 0.1550 -0.4922
-1.4407 -1.3466 -0.9825
0.9040 -2.2301 1.4770
1.5135 0.2540 1.7730
1.6975 -0.6345 -0.2790
0.1429 -0.7467 1.3577
0.1195 0.1458 -0.6873
-0.1844 1.0875 -1.5893

(2)
Molecular formula: C27H31N5O8S3V
Method: DFT, the ωB97M-V functional and the def2-TZVPD basis

Properties
frontier orbital gap (alpha / beta) = 5.65 / 5.66 eV
LUMO energy (alpha / beta) = -1.29 / -1.28 eV
HOMO level (alpha / beta) = -6.941 / -6.941 eV
total charge = 0
2S+1 = 2
E = -4061.548361 a.u.
energy above the lowest of the compared OMol25 structures with the same formula, charge and spin = 425.3 kJ/mol

Last column: Mulliken charge in e.
Atoms and positions in Å:
V1 0.2286 1.2888 -0.4270  1.140
C1 1.3582 -3.8511 1.5407  -0.909
N1 0.7226 -2.8605 2.3617  0.278
C2 -0.3962 -3.0350 3.1334  -0.686
C3 -0.7045 -1.8540 3.7063  -0.449
N2 0.2300 -0.9196 3.2894  0.416
C4 1.1398 -1.5699 2.4666  -0.080
S1 2.4929 -0.9541 1.7861  -0.364
C5 0.0709 0.4510 3.2039  0.403
C6 -1.2256 1.0462 3.4931  0.353
C7 -1.3876 2.3634 3.3531  -1.580
C8 -0.2853 3.2430 2.8720  0.577
C9 0.8669 2.3904 2.1991  -0.965
N3 1.0920 1.1335 2.8360  -0.379
H1 0.9464 -4.8324 1.7665  0.282
H2 2.4299 -3.8518 1.7347  0.349
H3 1.2131 -3.6296 0.4809  0.350
H4 -0.8713 -3.9929 3.2247  0.476
H5 -1.4763 -1.6270 4.4097  0.550
H6 -2.0256 0.4222 3.8539  0.218
H7 -2.3146 2.8519 3.6226  0.371
H8 0.1634 3.7840 3.7188  0.712
H9 1.7930 2.9931 2.2532  0.155
O1 2.7186 -4.4217 -5.1989  -0.684
C10 2.6089 -4.5687 -3.9940  0.168
O2 2.5099 -5.5229 -3.2346  -0.693
C11 2.5366 -3.2004 -3.1866  0.454
C12 3.3728 -2.9688 -2.1070  -1.009
C13 3.1914 -1.8071 -1.3656  -0.276
N4 2.2173 -0.9439 -1.6040  0.242
C14 1.4249 -1.1703 -2.6470  0.245
C15 1.5581 -2.2694 -3.4915  -0.770
C16 0.2744 -0.2088 -2.8284  0.301
O3 -0.2793 -0.0402 -3.8942  -0.630
O4 -0.0775 0.3377 -1.7191  0.574
H10 4.1336 -3.6877 -1.8455  0.446
H11 3.8320 -1.5828 -0.5220  0.436
H12 0.9026 -2.3834 -4.3417  0.567
C17 -1.1970 2.7299 -1.0933  -1.702
C18 -2.5199 2.1338 -0.9700  0.684
C19 -3.1462 1.5099 -2.0560  -0.369
C20 -4.3672 0.8790 -1.9059  -0.739
C21 -4.9987 0.8630 -0.6724  -0.525
C22 -4.4050 1.4990 0.4093  -0.522
C23 -3.1860 2.1320 0.2627  -0.127
H13 -1.0681 3.6034 -0.4531  0.652
H14 -0.9304 2.9436 -2.1299  0.643
H15 -2.6562 1.5175 -3.0197  0.407
H16 -4.8353 0.4051 -2.7565  0.443
H17 -5.9561 0.3761 -0.5608  0.442
H18 -4.9113 1.5106 1.3659  0.465
H19 -2.7236 2.6413 1.0969  0.503
C24 -3.1898 -1.5248 1.1280  -1.313
S2 -2.1360 -0.6990 -0.1347  0.971
C25 -1.6640 -2.2826 -0.9286  -0.800
O5 -0.9663 -0.2604 0.6768  -1.081
H20 -2.6111 -2.2647 1.6694  0.329
H21 -4.0281 -1.9862 0.6213  0.495
H22 -3.5461 -0.7569 1.8052  0.282
H23 -2.5554 -2.6668 -1.4134  0.538
H24 -1.2865 -2.9919 -0.2008  0.283
H25 -0.9063 -2.0802 -1.6781  0.044
O6 -0.0748 5.1963 1.7399  -0.467
N5 -0.7299 4.1625 1.8466  0.122
O7 0.5895 2.0766 0.9119  0.052
C26 3.6926 3.6564 -2.1940  -1.160
S3 2.6089 3.0829 -0.8268  0.462
C27 3.7266 1.7806 -0.2108  -0.502
O8 1.5418 2.3682 -1.5882  -0.866
H26 4.0408 2.8066 -2.7699  0.356
H27 4.5318 4.2068 -1.7860  0.433
H28 3.0944 4.3065 -2.8251  0.408
H29 4.6621 2.2280 0.1091  0.629
H30 3.8836 1.0508 -0.9994  0.210
H31 3.2345 1.2957 0.6316  -0.270

Cartesian forces, eV/Å:
-1.6861 0.8077 -2.0122
0.3855 -0.3117 -0.3973
-0.2863 0.5784 0.3352
-0.3996 0.3066 0.4183
-0.5057 -0.6380 0.1066
0.1067 -0.5512 -0.0353
0.7974 0.0061 -0.2166
0.6886 -0.5538 -0.4957
0.9661 1.0305 -0.2124
-0.4743 0.4921 0.0168
-0.1407 -0.3556 -0.0078
1.1792 -0.4745 0.2261
0.3383 0.8290 2.4149
-0.4604 -0.2669 0.6318
-0.0583 0.0548 0.0447
-0.0114 -0.0035 -0.0138
0.0413 0.0065 0.0403
-0.0529 -0.0880 0.0960
-0.1792 0.0462 0.1050
-0.1628 -0.0151 0.0325
-0.1316 -0.0863 -0.0270
-0.0044 0.0191 -0.1817
-0.3818 -0.1517 -0.1091
0.0793 -0.1584 -1.3119
-0.0752 1.9328 1.0132
-0.0209 -1.3361 0.6064
0.0403 -1.1599 -0.5591
-0.1880 0.5374 0.1025
0.3778 -0.4072 -0.1579
-0.3044 0.6401 0.3101
-0.1554 -0.2996 -0.3411
-0.0852 0.7667 0.3330
1.0591 -1.9591 -3.3441
0.0278 0.2143 0.9496
-1.7320 -2.3721 -3.0337
0.0461 -0.0898 0.0542
0.0470 -0.0124 0.0287
0.0071 -0.0893 -0.0897
0.7452 -0.1414 0.1043
-0.8686 -0.0512 -0.0485
0.1217 0.2771 0.0639
-0.0739 0.0894 -0.0801
-0.0644 -0.0365 0.0231
-0.1777 0.0184 0.0252
0.1392 0.0697 -0.1884
0.0548 -0.1183 -0.1416
0.0916 -0.0540 0.1595
0.0926 -0.0574 -0.0773
-0.0233 -0.0397 -0.0795
-0.0959 -0.0428 0.0303
-0.0190 0.0197 0.0714
-0.0220 0.0075 0.0266
0.3296 0.4781 -0.4925
-1.9878 -2.6857 -0.0982
0.0113 0.6901 0.0790
1.9979 1.4226 0.5577
0.2010 -0.0432 -0.0451
-0.1763 -0.0356 -0.1329
-0.0411 0.1373 0.0181
-0.1420 -0.0513 -0.0780
0.0538 -0.0056 0.2123
0.0263 -0.0449 -0.0382
-0.9584 -2.0544 0.5592
0.4431 2.3262 -0.7293
1.3285 3.0982 4.7247
-0.5175 -0.0404 0.5175
2.7960 0.6453 -0.1103
-0.4400 0.3382 -0.0116
-1.4290 -1.1040 -0.3242
-0.0781 -0.2382 0.0389
0.0935 0.0957 0.1744
-0.1000 0.0674 0.0359
0.0778 0.1778 0.0465
-0.0772 -0.0058 -0.1639
-0.0029 0.0037 0.0516

(3)
Molecular formula: C27H32BrIN8O3PPdTe
Method: DFT, the ωB97M-V functional and the def2-TZVPD basis

Properties
frontier orbital gap = 7.79 eV
LUMO energy = -2.80 eV
HOMO level = -10.589 eV
total charge = +1
E = -5320.739813 a.u.
energy above the lowest of the compared OMol25 structures with the same formula, charge and spin = 0.0 kJ/mol

Last column: Mulliken charge in e.
Atoms and positions in Å:
Pd1 1.2360 0.1640 -0.7403  0.516
C1 4.6499 0.8079 -0.2754  -1.757
C2 4.0225 -0.3342 0.4409  1.058
N1 2.7732 -0.7391 0.3045  0.790
C3 2.5995 -1.8472 1.1112  -0.848
C4 3.7677 -2.1111 1.7387  -1.145
N2 4.6611 -1.1517 1.3056  0.203
C5 6.0131 -1.0010 1.8238  -1.386
N3 5.9970 -0.8209 3.2420  0.741
N4 6.2552 -1.8897 4.0469  -0.589
N5 6.0203 -1.5764 5.2555  -0.525
C6 5.5625 -0.2721 5.2925  0.122
C7 5.1649 0.5189 6.3729  -0.718
C8 4.7319 1.7929 6.0891  -0.626
C9 4.6931 2.2790 4.7658  -0.587
C10 5.0872 1.5115 3.6926  -0.523
C11 5.5291 0.2202 3.9907  1.328
H1 3.8889 1.3125 -0.8651  0.238
H2 5.4287 0.4622 -0.9566  0.380
H3 5.0905 1.5313 0.4120  0.356
H4 1.6594 -2.3678 1.1510  0.678
H5 4.0517 -2.8675 2.4500  0.683
H6 6.4820 -0.1530 1.3294  0.628
H7 6.5919 -1.9010 1.6269  0.262
H8 5.2024 0.1353 7.3829  0.441
H9 4.4174 2.4439 6.8933  0.401
H10 4.3499 3.2906 4.5923  0.437
H11 5.0610 1.9007 2.6836  0.283
Br1 -2.4877 6.9467 -0.1687  -0.184
C12 -3.7408 6.0383 0.9119  0.071
C13 -4.7356 6.7903 1.5238  -0.364
C14 -5.6794 6.1729 2.3262  -0.501
C15 -5.6345 4.8006 2.5226  -0.595
C16 -4.6439 4.0479 1.9147  -0.346
C17 -3.6950 4.6636 1.1071  0.165
I1 -2.2376 3.4586 0.2267  0.240
H12 -4.7626 7.8590 1.3641  0.399
H13 -6.4505 6.7677 2.7965  0.369
H14 -6.3704 4.3123 3.1469  0.378
H15 -4.6057 2.9773 2.0617  0.373
N6 -1.0596 1.3825 -2.3745  -0.022
C18 -0.1801 0.9401 -1.7787  -0.153
H16 -1.8129 1.7732 -2.9042  0.279
C19 3.2063 -5.4821 -0.3929  -1.014
C20 1.9406 -5.0264 -1.0731  -0.246
O1 2.2188 -3.7554 -1.7225  -0.050
P1 1.0060 -2.8016 -2.1001  0.722
O2 0.0813 -2.5114 -0.9771  -0.868
Te1 2.1127 -0.8214 -2.9828  -0.226
O3 0.2166 -3.5293 -3.2657  -0.335
C21 0.8853 -3.8998 -4.4956  -0.250
C22 0.0992 -3.3611 -5.6645  -1.238
H17 3.0424 -6.4501 0.0810  0.406
H18 3.5089 -4.7665 0.3718  0.084
H19 4.0156 -5.5835 -1.1153  0.308
H20 1.1270 -4.8869 -0.3603  0.342
H21 1.6175 -5.7336 -1.8386  0.341
H22 0.9369 -4.9883 -4.5089  0.286
H23 1.9092 -3.5157 -4.4929  0.432
H24 -0.9215 -3.7407 -5.6438  0.317
H25 0.5662 -3.6719 -6.5995  0.391
H26 0.0706 -2.2719 -5.6353  0.267
N7 -0.8077 -1.1672 1.3148  -0.159
C23 -0.4200 0.0198 1.8261  0.737
C24 -0.8750 0.4503 3.0901  -0.919
C25 -0.4070 1.6238 3.6131  -0.371
C26 0.5085 2.3944 2.8866  -0.836
C27 0.8894 1.9337 1.6583  -0.694
N8 0.4459 0.7738 1.1294  0.252
H27 -1.5506 -1.6716 1.7633  0.263
H28 -0.4816 -1.5106 0.4162  0.161
H29 -1.5744 -0.1691 3.6349  0.440
H30 -0.7464 1.9526 4.5865  0.449
H31 0.8815 3.3370 3.2570  0.551
H32 1.5599 2.5050 1.0288  0.508

Cartesian forces, eV/Å:
0.0677 -0.1036 0.1529
0.0056 -0.0097 0.0121
-0.0348 -0.0186 -0.0429
-0.0219 0.0146 0.0490
0.0554 0.0584 -0.0575
0.0185 0.0053 0.0087
-0.0277 -0.0179 0.0168
0.0062 -0.0134 0.0243
0.0218 0.0069 -0.0191
-0.0070 -0.0053 0.0088
-0.0088 -0.0071 -0.0102
0.0014 0.0013 -0.0059
0.0027 0.0042 0.0031
0.0029 -0.0055 0.0022
0.0012 0.0025 -0.0060
0.0075 0.0056 0.0037
-0.0081 0.0095 0.0113
-0.0114 0.0131 -0.0107
-0.0011 -0.0043 -0.0008
-0.0091 -0.0064 -0.0029
-0.0196 -0.0043 0.0266
0.0015 0.0055 0.0083
-0.0100 0.0055 0.0053
0.0038 0.0031 -0.0097
-0.0003 0.0007 -0.0010
-0.0012 -0.0007 -0.0011
-0.0011 -0.0027 0.0002
0.0014 -0.0003 0.0032
0.0010 0.0021 -0.0004
-0.0027 -0.0057 0.0077
0.0019 0.0048 -0.0028
0.0004 -0.0029 0.0023
-0.0006 0.0026 0.0013
-0.0029 -0.0023 -0.0040
0.0118 0.0139 -0.0084
-0.0254 -0.0436 0.0171
-0.0004 -0.0007 0.0001
0.0005 -0.0004 -0.0002
0.0005 0.0000 -0.0005
-0.0003 0.0006 0.0000
-0.0090 0.0491 -0.0131
-0.0544 -0.0008 -0.0545
-0.0139 -0.0026 0.0157
0.0096 -0.0191 -0.0020
0.0284 -0.0023 -0.0103
-0.0079 -0.0126 0.0470
0.0098 0.0554 -0.1292
0.0915 -0.1278 -0.1019
-0.0163 -0.0109 0.0019
0.0026 0.0357 0.0539
-0.0048 -0.0189 0.0034
-0.0043 0.0025 -0.0015
0.0020 -0.0034 0.0015
-0.0030 -0.0107 -0.0209
-0.0012 -0.0022 0.0019
-0.0150 -0.0012 0.0076
-0.0093 -0.0010 0.0093
0.0083 -0.0001 0.0004
0.0049 0.0036 0.0000
0.0020 0.0038 0.0003
0.0001 -0.0006 0.0024
-0.0047 -0.0015 -0.0025
-0.0585 0.2612 0.1136
0.0082 -0.2076 0.0070
-0.0107 0.0559 0.0470
-0.0290 -0.0334 0.0090
-0.0045 0.0287 -0.0370
0.0099 0.0739 0.0108
0.0235 0.0908 -0.0734
0.0263 -0.0124 0.0306
-0.0541 -0.0687 -0.1202
0.0002 -0.0024 -0.0073
-0.0036 0.0011 -0.0014
0.0161 -0.0058 0.0024
0.0411 -0.0205 0.0281